This record from OMol25 describes a 7-piece molecular cluster, C41H86N3O6 overall in a non-equilibrium geometry. The level of theory is ωB97M-V/def2-TZVPD.

Cartesian coordinates (Å):
C 1.77 -0.77 -4.76
C 2.52 -0.07 -3.49
C 2.36 -0.84 -2.06
C 0.96 -1.72 -1.92
C 0.60 -1.77 -0.32
C -0.99 -1.93 0.04
C -1.99 -0.90 -0.74
C -1.41 0.62 -0.95
C -1.61 1.63 0.33
C -0.36 1.62 1.41
C 1.11 1.98 0.76
C 1.85 3.28 1.42
C 3.11 3.68 0.41
C 2.81 5.15 -0.33
C 1.71 4.97 -1.57
C 2.36 4.32 -2.93
N 1.46 4.59 -4.15
C 0.34 3.53 -4.20
N 0.20 2.53 -5.36
N -0.65 3.44 -3.22
H 0.60 -0.52 -4.73
H 1.97 -1.92 -4.87
H 2.17 -0.23 -5.74
H 3.68 0.00 -3.78
H 2.07 1.01 -3.37
H 3.27 -1.52 -1.75
H 2.29 0.00 -1.22
H 0.14 -1.13 -2.52
H 1.17 -2.76 -2.41
H 1.01 -0.87 0.31
H 1.14 -2.74 0.12
H -1.35 -3.04 -0.18
H -1.12 -1.74 1.20
H -2.32 -1.44 -1.75
H -2.98 -0.82 -0.09
H -2.05 1.10 -1.84
H -0.29 0.69 -1.28
H -1.63 2.73 -0.12
H -2.67 1.49 0.86
H -0.39 0.59 1.99
H -0.62 2.45 2.22
H 1.81 1.04 0.99
H 1.09 2.15 -0.41
H 2.35 2.95 2.43
H 1.09 4.16 1.52
H 4.15 3.68 0.97
H 3.22 2.91 -0.49
H 3.78 5.61 -0.80
H 2.36 5.95 0.42
H 1.26 6.02 -1.85
H 0.87 4.27 -1.17
H 3.43 4.78 -3.15
H 2.40 3.14 -2.79
H 2.00 4.42 -5.05
H -0.32 1.71 -4.92
H -0.46 2.91 -6.09
H -0.54 2.90 -2.33
H -1.55 3.93 -3.45
C 6.97 -0.25 -2.74
C 7.56 0.90 -3.51
C 6.83 2.09 -2.93
O 6.52 1.76 -1.57
C 6.77 0.36 -1.37
H 7.60 -1.14 -2.73
H 6.00 -0.52 -3.17
H 8.63 0.98 -3.29
H 7.44 0.82 -4.60
H 5.88 2.27 -3.45
H 7.42 3.01 -2.96
H 7.67 0.26 -0.76
H 5.93 -0.09 -0.83
C 0.85 -0.35 6.05
C 0.33 1.04 6.30
C 0.76 1.77 5.05
O 0.77 0.81 3.98
C 0.64 -0.50 4.55
H 0.34 -1.12 6.63
H 1.92 -0.40 6.28
H -0.76 1.02 6.37
H 0.72 1.49 7.22
H 1.78 2.16 5.15
H 0.09 2.60 4.79
H -0.37 -0.86 4.33
H 1.36 -1.18 4.09
C -3.79 -6.03 1.78
C -4.25 -4.64 2.14
C -3.24 -4.24 3.19
O -2.01 -4.91 2.87
C -2.29 -5.90 1.87
H -4.13 -6.37 0.80
H -4.15 -6.75 2.53
H -4.17 -3.99 1.26
H -5.28 -4.60 2.50
H -3.55 -4.56 4.19
H -3.07 -3.16 3.21
H -1.86 -5.54 0.92
H -1.80 -6.84 2.14
C 0.49 -7.94 4.27
C 0.48 -8.45 5.69
C 1.39 -7.47 6.39
O 1.26 -6.22 5.70
C 0.55 -6.44 4.48
H -0.37 -8.25 3.68
H 1.40 -8.28 3.76
H -0.53 -8.38 6.10
H 0.82 -9.49 5.78
H 2.44 -7.78 6.32
H 1.14 -7.34 7.44
H -0.46 -6.02 4.59
H 1.05 -5.92 3.66
C -5.71 -1.48 -2.12
C -7.14 -1.74 -2.53
C -7.17 -3.26 -2.58
O -6.23 -3.73 -1.60
C -5.44 -2.62 -1.16
H -5.57 -0.49 -1.66
H -5.05 -1.55 -2.99
H -7.82 -1.38 -1.75
H -7.42 -1.28 -3.48
H -6.85 -3.63 -3.56
H -8.16 -3.66 -2.36
H -5.75 -2.37 -0.14
H -4.38 -2.90 -1.15
C -2.05 8.05 -1.44
C -2.32 6.90 -0.51
C -3.08 5.95 -1.40
O -2.60 6.15 -2.74
C -1.81 7.35 -2.76
H -1.21 8.68 -1.13
H -2.94 8.69 -1.52
H -1.38 6.45 -0.19
H -2.88 7.19 0.39
H -4.15 6.16 -1.40
H -2.94 4.90 -1.11
H -0.76 7.05 -2.86
H -2.08 7.96 -3.62

Results
E_HOMO, eV: -10.35
Relative energy (zero: lowest compared OMol25 entry of this formula, charge and spin), kJ/mol: 868.70
Electronic energy, eV: -60649.648
Total charge: +1
F_max, eV/A: 6.2